Entry 1:
75
Properties=species:S:1:pos:R:3 method="wB97M-V/def2-TZVPD" de_lowest_kcal_mol=161.2 mol_weight_g_mol=887.33 e_tot_ev=-179508.295 gap_ev="4.04 / 4.04"
Ni 0.638 -0.192 2.268
S -1.395 -2.958 3.196
C -1.862 -3.597 1.626
C -2.481 -4.852 1.577
C -2.862 -5.413 0.371
C -2.641 -4.735 -0.820
C -2.050 -3.484 -0.787
C -1.644 -2.907 0.415
As -1.002 -1.062 0.516
C -2.417 -0.276 -0.591
C -3.550 0.195 0.066
C -4.576 0.803 -0.643
C -4.480 0.937 -2.020
C -3.361 0.454 -2.684
C -2.334 -0.149 -1.974
C 0.580 -0.761 -0.670
C 0.851 -1.615 -1.802
C 1.947 -1.587 -2.566
C 3.105 -0.665 -2.312
C 2.633 0.838 -2.152
C 1.290 0.312 -0.224
H -2.662 -5.370 2.508
H -3.347 -6.382 0.362
H -2.940 -5.172 -1.764
H -1.935 -2.931 -1.714
H -3.622 0.083 1.144
H -5.447 1.181 -0.121
H -5.274 1.421 -2.576
H -3.282 0.558 -3.760
H -1.453 -0.499 -2.499
H 0.101 -2.370 -2.008
H 2.045 -2.302 -3.376
H 3.752 -0.682 -3.188
H 3.424 1.468 -2.577
H 2.053 2.207 -0.660
S -3.035 4.844 -1.819
N -3.200 4.556 -0.241
C -2.266 3.691 0.093
C -2.123 3.110 1.401
C -2.995 3.307 2.475
C -2.787 2.590 3.630
C -1.727 1.684 3.690
N -0.889 1.481 2.688
C -1.072 2.209 1.555
C -0.170 1.877 0.450
N 0.751 0.999 0.850
C 2.401 1.176 -0.733
C 1.320 1.300 -2.782
C 0.260 1.929 -2.208
C -0.339 2.328 -0.885
C -1.416 3.288 -1.005
N -1.766 3.896 -2.131
H -3.822 3.997 2.369
H -3.445 2.698 4.482
H -1.568 1.085 4.579
H 3.276 1.144 -0.121
H 1.277 1.227 -3.865
H -0.432 2.279 -2.967
I 1.286 -2.729 2.235
C 2.884 -1.932 0.993
C 3.233 -2.331 -0.231
C 4.036 -1.406 -1.119
C 4.926 -0.552 -0.284
C 4.627 -0.229 1.015
C 5.319 0.761 1.785
C 4.681 1.341 2.835
C 3.305 1.070 3.107
C 2.622 0.051 2.468
C 3.362 -0.703 1.543
H 2.901 -3.273 -0.643
H 4.687 -2.037 -1.735
H 5.801 -0.110 -0.752
H 6.304 1.087 1.475
H 5.191 2.099 3.418
H 2.797 1.703 3.825


Entry 2:
95
Properties=species:S:1:pos:R:3 method="wB97M-V/def2-TZVPD" de_lowest_kcal_mol=29.6 mol_weight_g_mol=1101.35 charge=-2 e_tot_ev=-109959.362 gap_ev=7.59
La -1.260 -1.169 -0.326
O -3.974 0.022 -3.666
C -3.383 -0.589 -2.822
O -2.866 -0.117 -1.753
C -3.299 -2.134 -2.932
C -3.955 -2.930 -3.868
C -3.862 -4.295 -3.776
C -3.166 -4.887 -2.754
C -2.471 -4.014 -1.904
N -2.609 -2.702 -1.956
C -1.663 -4.564 -0.733
O -1.586 -5.784 -0.596
O -1.213 -3.696 0.067
H -4.481 -2.528 -4.662
H -4.249 -4.872 -4.642
H -3.183 -5.933 -2.622
O 0.902 -0.315 1.280
P 1.755 0.889 1.143
C 1.054 2.464 0.402
P 0.534 2.072 -1.338
O 0.153 0.605 -1.478
C 1.833 2.485 -2.468
C 2.664 3.678 -2.311
C 3.719 3.904 -3.098
C 3.944 3.055 -4.157
C 3.178 1.959 -4.404
C 2.163 1.611 -3.498
C -0.914 3.135 -1.621
C -0.927 4.439 -1.114
C -2.004 5.186 -1.342
C -3.075 4.742 -2.123
C -3.007 3.405 -2.587
C -1.868 2.639 -2.431
C 3.172 0.603 0.074
C 4.315 1.391 -0.147
C 5.223 0.975 -1.031
C 5.175 -0.311 -1.614
C 4.105 -1.129 -1.459
C 3.108 -0.616 -0.614
C 2.387 1.674 2.719
C 2.428 0.805 3.778
C 2.932 1.293 4.984
C 3.383 2.617 5.100
C 3.181 3.528 4.054
C 2.727 3.039 2.825
H 1.913 3.228 0.322
H 0.226 2.722 1.025
H 2.370 4.375 -1.536
H 4.399 4.726 -2.873
H 4.674 3.345 -4.894
H 3.356 1.328 -5.253
H 1.584 0.725 -3.534
H -0.222 4.701 -0.376
H -2.085 6.236 -1.015
H -3.868 5.362 -2.416
H -3.780 3.007 -3.237
H -1.733 1.610 -2.828
H 4.415 2.423 0.259
H 6.048 1.632 -1.284
H 6.136 -0.582 -2.043
H 4.046 -2.156 -1.919
H 2.215 -1.184 -0.472
H 2.147 -0.301 3.583
H 3.088 0.618 5.797
H 3.648 3.061 6.006
H 3.186 4.606 4.169
H 2.622 3.753 2.020
F 0.472 -2.213 -2.099
B 0.565 -2.542 -3.566
F 0.221 -1.483 -4.348
F -0.299 -3.595 -3.851
F 1.933 -2.846 -3.812
N -2.096 1.082 1.008
C -2.023 1.824 1.883
N -1.941 2.704 2.878
C -1.513 3.894 2.679
N -1.230 5.015 2.522
O -4.047 -6.403 5.506
N -3.164 -5.578 5.737
O -2.596 -5.489 6.818
C -2.882 -4.532 4.741
C -1.818 -3.646 5.054
C -1.419 -2.763 4.134
C -2.004 -2.536 2.789
O -1.553 -1.662 2.074
C -3.048 -3.484 2.539
C -3.481 -4.404 3.472
N -3.748 -3.450 1.271
O -3.750 -2.478 0.539
O -4.432 -4.430 0.980
N -0.294 -1.876 4.513
O -0.590 -0.665 4.569
O 0.813 -2.321 4.671
H -1.293 -3.765 6.006
H -4.188 -5.227 3.215


Entry 3:
82
Properties=species:S:1:pos:R:3 method="wB97M-V/def2-TZVPD" de_lowest_kcal_mol=0.0 mol_weight_g_mol=971.82 charge=-1 e_tot_ev=-103303.873 gap_ev=6.45
Pt 0.636 -0.845 -1.894
S 0.180 1.320 -2.830
P -1.046 1.462 -1.191
C -0.584 0.004 -0.516
P -0.908 -1.170 0.625
S 0.090 -2.740 -0.170
C -2.682 -1.492 0.840
C -3.450 -0.629 1.625
C -4.832 -0.755 1.651
C -5.451 -1.753 0.907
C -4.687 -2.623 0.137
C -3.304 -2.490 0.098
C -0.351 -0.722 2.291
C -0.603 -1.562 3.377
C -0.090 -1.252 4.625
C 0.679 -0.102 4.796
C 0.929 0.737 3.720
C 0.416 0.426 2.464
C -2.801 1.548 -1.638
C -3.559 2.714 -1.574
C -4.896 2.695 -1.949
C -5.474 1.515 -2.402
C -4.711 0.356 -2.495
C -3.376 0.370 -2.121
C -0.772 2.909 -0.144
C 0.364 3.695 -0.308
C 0.646 4.700 0.610
C -0.196 4.913 1.695
C -1.329 4.123 1.866
C -1.620 3.126 0.948
H -2.962 0.141 2.220
H -5.425 -0.077 2.253
H -6.530 -1.851 0.927
H -5.167 -3.401 -0.444
H -2.701 -3.145 -0.522
H -1.194 -2.461 3.240
H -0.281 -1.906 5.466
H 1.087 0.134 5.773
H 1.540 1.624 3.844
H 0.623 1.066 1.610
H -3.112 3.640 -1.232
H -5.483 3.603 -1.891
H -6.518 1.500 -2.694
H -5.151 -0.562 -2.866
H -2.770 -0.526 -2.213
H 1.039 3.491 -1.127
H 1.534 5.306 0.483
H 0.032 5.691 2.415
H -1.983 4.283 2.715
H -2.504 2.505 1.084
O 2.775 -3.683 -7.856
C 3.594 -3.300 -6.994
O 4.847 -3.255 -6.977
C 2.934 -2.703 -5.728
C 3.720 -2.173 -4.712
C 3.119 -1.652 -3.583
N 1.786 -1.651 -3.452
C 1.008 -2.140 -4.433
C 1.546 -2.675 -5.578
C -0.471 -2.034 -4.212
O -1.259 -2.416 -5.039
O -0.838 -1.513 -3.055
H 4.797 -2.187 -4.832
H 3.678 -1.236 -2.754
H 0.910 -3.064 -6.360
O 2.384 1.727 -0.539
C 2.600 0.594 -0.131
O 2.205 -0.530 -0.674
C 3.363 0.372 1.151
C 4.007 1.450 1.737
C 4.630 1.336 2.984
C 4.559 0.111 3.596
O 5.055 -0.249 4.821
C 4.756 -1.640 4.977
O 3.986 -2.050 3.853
C 3.920 -0.964 3.013
C 3.313 -0.878 1.790
H 3.997 2.396 1.209
H 5.136 2.171 3.452
H 4.179 -1.784 5.888
H 5.686 -2.206 5.012
H 2.787 -1.710 1.339


Entry 4:
83
Properties=species:S:1:pos:R:3 method="wB97M-V/def2-TZVPD" de_lowest_kcal_mol=0.0 mol_weight_g_mol=997.21 e_tot_ev=-159903.303 gap_ev=6.74
Hf 0.562 -0.425 0.318
C -4.020 0.467 -7.442
O -3.633 -0.643 -6.649
C -2.346 -1.064 -6.735
C -1.383 -0.482 -7.552
C -0.100 -1.010 -7.567
C 0.251 -2.061 -6.736
C -0.726 -2.653 -5.933
C -2.013 -2.165 -5.942
N 1.597 -2.538 -6.876
N 2.280 -2.900 -5.912
C 1.839 -2.714 -4.559
C 1.812 -3.800 -3.727
C 1.478 -3.694 -2.361
C 1.201 -2.466 -1.820
O 0.922 -2.231 -0.542
C 1.270 -1.324 -2.663
N 1.072 -0.135 -2.021
C 1.266 0.982 -2.689
C 1.611 0.991 -4.049
C 1.772 -0.195 -4.715
C 1.607 -1.414 -4.023
H -5.070 0.638 -7.227
H -3.897 0.251 -8.506
H -3.446 1.359 -7.181
H -1.621 0.356 -8.190
H 0.653 -0.597 -8.228
H -0.485 -3.507 -5.315
H -2.785 -2.621 -5.336
H 2.055 -4.770 -4.143
H 1.460 -4.571 -1.728
H 1.180 1.902 -2.125
H 1.769 1.937 -4.547
H 2.058 -0.200 -5.757
S -1.634 -1.411 1.215
C -1.484 -1.100 2.924
C -2.717 -1.022 3.655
N -3.716 -0.924 4.215
C -0.300 -0.905 3.548
S 1.245 -0.882 2.730
C -0.265 -0.643 4.958
N -0.207 -0.418 6.085
Br 6.100 -0.202 4.193
C 5.099 -0.367 2.600
C 5.031 -1.601 1.968
C 4.299 -1.719 0.799
C 3.620 -0.619 0.291
C 3.672 0.604 0.956
C 4.436 0.742 2.104
C 2.814 1.746 0.484
O 3.236 2.856 0.291
O 1.545 1.393 0.324
H 5.549 -2.452 2.387
H 4.255 -2.668 0.281
H 3.113 -0.702 -0.666
H 4.481 1.694 2.614
C -1.141 2.926 -1.317
P -1.486 1.389 -0.385
C -2.896 0.666 -1.281
C -3.987 0.100 -0.624
C -5.015 -0.483 -1.352
C -4.963 -0.509 -2.737
C -3.875 0.041 -3.400
C -2.842 0.616 -2.675
C -2.104 2.055 1.185
C -3.365 2.636 1.309
C -3.777 3.141 2.532
C -2.933 3.078 3.633
C -1.666 2.529 3.510
C -1.254 2.023 2.286
H -2.003 3.589 -1.255
H -0.929 2.720 -2.365
H -0.277 3.412 -0.863
H -4.032 0.102 0.456
H -5.857 -0.917 -0.829
H -5.771 -0.957 -3.302
H -3.835 0.029 -4.482
H -1.996 1.036 -3.208
H -4.030 2.682 0.456
H -4.763 3.574 2.630
H -3.265 3.455 4.591
H -1.005 2.478 4.365
H -0.258 1.603 2.196